158
Properties=species:S:1:pos:R:3:lowdin_charge:R:1 method="wB97M-V/def2-TZVPD" spin_multiplicity=1 homo_lumo_gap_ha=0.36628 e_homo_ev=-9.619 charge=0 e_lumo_ev=0.35
C 1.325 5.044 2.198 -0.021
C 0.514 5.008 0.920 -0.314
C -0.935 5.366 1.106 -0.099
O -1.196 6.225 0.036 0.051
C -0.063 6.746 -0.460 -0.555
O 0.129 7.628 -1.251 0.148
O 0.980 6.035 0.035 0.076
H 2.412 4.923 2.038 0.096
H 0.929 4.256 2.873 0.076
H 1.251 5.988 2.710 0.082
H 0.610 4.047 0.461 0.124
H -1.055 5.927 2.054 0.144
H -1.641 4.550 1.134 0.134
C 0.653 -3.745 4.514 -0.009
C 1.509 -3.096 3.421 -0.329
C 2.937 -2.993 3.663 -0.077
O 3.333 -4.206 2.967 0.068
C 2.427 -4.543 2.026 -0.589
O 2.591 -5.474 1.305 0.149
O 1.288 -3.847 2.211 0.082
H -0.276 -4.224 4.130 0.104
H 0.441 -2.939 5.155 0.044
H 1.168 -4.562 5.046 0.097
H 0.975 -2.138 3.246 0.151
H 3.226 -3.088 4.697 0.136
H 3.424 -2.092 3.272 0.121
C 2.906 3.722 5.319 -0.022
C 4.027 2.682 5.083 -0.238
C 3.437 1.239 4.902 -0.059
O 3.478 0.997 3.493 0.079
C 4.080 2.002 2.890 -0.596
O 4.315 2.032 1.700 0.117
O 4.527 2.916 3.743 0.088
H 3.265 4.768 5.266 0.094
H 2.396 3.497 6.294 0.103
H 2.097 3.644 4.591 0.060
H 4.739 2.734 5.880 0.139
H 2.403 1.234 5.207 0.123
H 3.959 0.460 5.441 0.128
C -0.727 -3.644 -1.134 -0.023
C -0.851 -5.177 -1.442 -0.262
C -0.059 -5.942 -0.298 -0.044
O -1.129 -6.076 0.643 0.063
C -2.331 -5.884 0.057 -0.589
O -3.360 -6.032 0.598 0.172
O -2.212 -5.547 -1.240 0.075
H -1.040 -3.472 -0.074 0.099
H -1.441 -3.138 -1.841 0.077
H 0.344 -3.295 -1.388 0.042
H -0.483 -5.524 -2.368 0.133
H 0.768 -5.533 0.223 0.090
H 0.074 -6.883 -0.735 0.114
C 4.742 4.196 -1.376 -0.010
C 3.692 3.111 -1.598 -0.291
C 2.840 3.480 -2.839 -0.043
O 3.535 2.794 -3.926 0.071
C 4.363 1.902 -3.441 -0.613
O 5.034 1.188 -4.097 0.166
O 4.373 1.944 -2.080 0.039
H 4.195 5.083 -1.078 0.084
H 5.202 4.403 -2.338 0.092
H 5.510 3.886 -0.638 0.099
H 3.111 2.839 -0.705 0.146
H 2.880 4.556 -3.096 0.142
H 1.837 3.039 -2.939 0.120
C -7.035 -3.711 2.001 0.006
C -5.706 -3.834 1.197 -0.310
C -5.875 -4.033 -0.251 -0.057
O -4.655 -3.404 -0.820 0.062
C -4.334 -2.410 0.033 -0.545
O -3.564 -1.525 -0.158 0.112
O -4.920 -2.628 1.261 0.063
H -6.958 -3.385 3.032 0.077
H -7.570 -4.689 2.081 0.099
H -7.698 -3.036 1.482 0.067
H -5.000 -4.538 1.591 0.129
H -6.840 -3.687 -0.601 0.130
H -5.733 -5.085 -0.492 0.138
C -4.789 2.788 -0.124 -0.012
C -5.559 1.762 -0.962 -0.331
C -4.730 0.796 -1.820 -0.029
O -5.670 -0.406 -1.831 0.040
C -6.518 -0.256 -0.797 -0.547
O -7.384 -1.034 -0.498 0.141
O -6.251 0.894 -0.075 0.065
H -5.557 3.468 0.248 0.085
H -4.053 3.245 -0.838 0.079
H -4.219 2.336 0.719 0.071
H -6.287 2.261 -1.638 0.164
H -3.761 0.441 -1.398 0.104
H -4.571 1.053 -2.849 0.097
C -0.068 0.957 -1.958 0.018
C -0.850 0.736 -0.646 -0.242
C -0.544 -0.502 0.070 -0.078
O 0.017 -0.143 1.369 0.092
C 0.206 1.162 1.361 -0.602
O 0.643 1.778 2.296 0.122
O -0.327 1.758 0.296 0.064
H 0.931 0.876 -1.753 0.055
H -0.314 1.898 -2.402 0.044
H -0.420 0.133 -2.599 0.105
H -1.916 0.981 -0.722 0.134
H 0.208 -1.127 -0.420 0.126
H -1.461 -1.122 0.237 0.117
C 7.869 -0.673 1.344 -0.019
C 6.383 -0.333 1.222 -0.237
C 5.972 -0.135 -0.260 -0.099
O 4.802 -0.883 -0.445 0.069
C 4.527 -1.642 0.607 -0.555
O 3.683 -2.479 0.632 0.165
O 5.456 -1.469 1.600 0.067
H 8.161 -0.683 2.419 0.094
H 8.519 -0.001 0.824 0.080
H 8.045 -1.668 0.988 0.082
H 6.007 0.504 1.809 0.118
H 6.806 -0.625 -0.817 0.138
H 5.877 0.937 -0.501 0.128
N -3.300 -0.931 -4.215 0.061
C -3.354 -1.096 -5.605 -0.114
C -3.386 -2.306 -6.299 -0.068
C -3.512 -3.436 -5.489 -0.078
C -3.563 -3.320 -4.096 -0.045
C -3.480 -2.033 -3.528 -0.174
H -3.421 -0.112 -6.058 0.091
H -3.576 -2.212 -7.340 0.092
H -3.704 -4.373 -5.989 0.101
H -3.633 -4.229 -3.418 0.123
H -3.559 -1.933 -2.428 0.081
N -2.237 3.455 -2.926 0.045
C -2.164 2.698 -4.035 -0.161
C -1.581 3.107 -5.250 -0.044
C -1.064 4.409 -5.229 -0.086
C -1.100 5.227 -4.105 -0.038
C -1.695 4.650 -2.948 -0.143
H -2.702 1.755 -4.029 0.073
H -1.615 2.409 -6.099 0.109
H -0.667 4.773 -6.152 0.095
H -0.838 6.286 -4.186 0.111
H -1.889 5.260 -2.034 0.109
N -1.350 1.018 4.963 0.060
C -2.231 1.759 4.289 -0.150
C -3.107 1.170 3.368 -0.072
C -3.206 -0.216 3.309 -0.059
C -2.285 -1.003 4.027 -0.052
C -1.386 -0.312 4.804 -0.168
H -2.185 2.798 4.460 0.087
H -4.000 1.733 2.907 0.120
H -3.927 -0.711 2.646 0.098
H -2.183 -2.065 4.004 0.093
H -0.615 -0.847 5.334 0.086
Br 2.407 -2.861 -3.261 0.657
C 4.255 -3.310 -2.810 -0.706
C 5.241 -2.597 -3.626 -0.701
Br 7.009 -3.390 -3.410 0.624
H 4.292 -4.412 -2.965 0.063
H 4.455 -3.091 -1.730 0.054
H 5.345 -1.553 -3.384 0.041
H 5.084 -2.778 -4.675 0.042

***

69
Properties=species:S:1:pos:R:3:lowdin_charge:R:1 method="wB97M-V/def2-TZVPD" spin_multiplicity=2 homo_lumo_gap_ha="0.08467 / 0.08563" e_homo_ev="-18.878 / -18.742" charge=+4 e_above_lowest_ev=1.008 e_lumo_ev="-16.57 / -16.41" s2=0.77
V -1.047 0.221 0.462 0.348
P 0.224 2.116 0.791 0.801
P -1.530 0.922 -1.700 0.802
P -0.127 -0.742 2.356 0.796
H 0.139 -1.339 -1.615 0.038
C -0.114 -1.466 -0.561 -0.264
C -1.490 -1.787 -0.212 -0.210
H -2.224 -1.877 -1.008 0.057
C 1.986 2.158 0.191 -0.225
C -0.317 3.751 0.088 -0.210
C 0.541 2.775 2.502 -0.210
C -2.307 -0.286 -2.867 -0.212
C -2.633 2.360 -2.102 -0.193
C -0.064 1.366 -2.741 -0.222
C -0.384 -2.553 2.641 -0.211
C -0.535 -0.175 4.072 -0.192
C 1.721 -0.738 2.466 -0.217
H 0.692 -1.986 -0.039 0.044
H -1.674 -2.523 0.566 0.057
H 2.475 3.116 0.407 0.085
H 2.007 1.976 -0.886 0.016
H 2.548 1.351 0.669 0.016
H 0.385 4.546 0.367 0.082
H -1.309 3.998 0.478 0.065
H -0.378 3.712 -1.002 0.032
H 1.122 3.703 2.456 0.082
H 1.096 2.052 3.105 0.031
H -0.413 2.976 2.996 0.065
H -2.424 0.179 -3.851 0.082
H -3.290 -0.586 -2.493 0.061
H -1.686 -1.180 -2.966 0.056
H -2.437 2.716 -3.120 0.084
H -2.484 3.181 -1.400 0.033
H -3.674 2.038 -2.042 0.050
H -0.352 1.508 -3.789 0.080
H 0.675 0.565 -2.668 0.029
H 0.394 2.288 -2.376 0.030
H 0.157 -2.861 3.542 0.080
H -0.014 -3.129 1.789 0.055
H -1.447 -2.769 2.769 0.068
H 0.086 -0.698 4.808 0.084
H -1.585 -0.391 4.287 0.051
H -0.380 0.900 4.173 0.034
H 2.070 -1.336 3.316 0.080
H 2.095 0.281 2.576 0.028
H 2.124 -1.152 1.538 0.034
C 4.502 -2.026 -2.220 -0.473
C 3.309 -2.741 -2.371 -0.056
C 3.338 -4.033 -2.894 0.027
C 4.547 -4.620 -3.268 0.099
C 5.734 -3.903 -3.116 0.045
C 5.717 -2.611 -2.594 -0.032
Se 4.547 -0.242 -1.508 1.289
H 3.091 -0.157 -1.307 -0.115
H 2.362 -2.295 -2.083 0.091
H 2.406 -4.581 -3.008 0.144
H 4.563 -5.627 -3.675 0.161
H 6.682 -4.349 -3.403 0.154
H 6.648 -2.062 -2.480 0.139
C -4.211 1.311 3.135 -0.185
S -3.793 0.227 1.728 1.019
C -4.875 1.096 0.545 -0.194
O -2.556 1.061 1.352 -0.699
H -5.264 1.131 3.437 0.098
H -4.084 2.385 2.878 0.097
H -3.555 1.065 3.994 0.069
H -4.600 2.167 0.444 0.091
H -4.797 0.599 -0.443 0.063
H -5.929 1.024 0.886 0.099

***

23
Properties=species:S:1:pos:R:3:lowdin_charge:R:1 method="wB97M-V/def2-TZVPD" spin_multiplicity=2 homo_lumo_gap_ha="0.46953 / 0.24204" e_homo_ev="-25.429 / -25.353" charge=+3 e_above_lowest_ev=0.975 e_lumo_ev="-12.65 / -18.77" s2=0.75
C -2.365 -0.641 0.020 -0.054
C -1.131 0.300 0.200 -0.078
C 0.087 -0.350 0.982 0.026
C 1.391 0.522 0.497 -0.043
C 1.806 0.177 -0.935 0.185
N 3.641 -0.261 -0.406 0.165
N -3.538 0.304 -0.216 0.208
H -2.581 -1.219 0.921 0.158
H -2.403 -1.219 -0.917 0.164
H -1.434 1.182 0.786 0.157
H -0.887 0.597 -0.825 0.148
H 0.136 -1.372 0.572 0.146
H 0.043 -0.405 2.066 0.163
H 1.021 1.544 0.680 0.155
H 2.166 0.324 1.261 0.165
H 2.306 0.974 -1.463 0.131
H 1.736 -0.786 -1.430 0.142
H 4.475 -0.282 -1.026 0.172
H 3.986 0.109 0.494 0.142
H 3.747 -1.267 -0.163 0.156
H -3.715 1.032 0.489 0.190
H -3.464 0.779 -1.125 0.192
H -4.480 -0.124 -0.253 0.210

***

21
Properties=species:S:1:pos:R:3:lowdin_charge:R:1 method="wB97M-V/def2-TZVPD" spin_multiplicity=1 homo_lumo_gap_ha=0.34453 e_homo_ev=-12.087 charge=+1 e_above_lowest_ev=4.420 e_lumo_ev=-2.71
C 0.520 0.058 1.567 -0.134
C 0.120 -0.949 0.498 -0.447
N 1.131 1.279 1.063 0.082
N -0.908 -1.770 0.653 0.137
N 0.993 -1.294 -0.538 0.112
N -1.793 0.004 -1.285 -0.024
N -0.868 0.605 -0.386 -0.169
N 0.156 1.399 -1.170 0.029
H -0.384 0.418 2.030 0.124
H 1.246 -0.160 2.322 0.126
H 2.057 1.033 0.827 0.117
H 1.223 1.949 1.826 0.159
H -1.209 -2.147 -0.246 0.105
H -1.637 -1.612 1.385 0.153
H 0.381 -1.814 -1.235 0.126
H 1.770 -1.848 -0.298 0.091
H -2.647 0.555 -1.380 0.087
H -1.311 -0.283 -2.157 0.086
H 0.663 1.550 -0.031 0.036
H -0.316 2.107 -1.668 0.100
H 0.812 0.920 -1.774 0.102

***

74
Properties=species:S:1:pos:R:3:lowdin_charge:R:1 method="wB97M-V/def2-TZVPD" spin_multiplicity=1 homo_lumo_gap_ha="0.14438 / 0.18595" e_homo_ev="-1.953 / -3.090" charge=-1 e_above_lowest_ev=1.097 e_lumo_ev="1.98 / 1.97"
La -0.624 0.891 -0.666 2.005
O -2.229 1.055 1.090 -0.335
C -1.795 -0.131 1.555 -0.668
O -0.709 -0.638 0.982 -0.380
C -2.477 -0.814 2.577 -0.157
C -3.566 -0.105 3.230 -0.045
C -4.388 -0.710 4.143 -0.124
C -4.205 -2.084 4.480 -0.133
C -3.140 -2.786 3.908 -0.195
C -2.251 -2.207 2.992 -0.493
S -1.003 -3.326 2.403 0.869
H -3.718 0.933 2.956 0.102
H -5.189 -0.135 4.610 0.087
H -4.871 -2.581 5.180 0.075
H -2.977 -3.829 4.178 0.083
N 0.661 -2.589 -1.864 0.138
C -0.722 -2.568 -1.515 -0.299
C -1.312 -3.777 -1.228 -0.027
C -2.671 -3.816 -0.917 -0.055
C -3.386 -2.634 -0.958 -0.053
C -2.725 -1.482 -1.295 -0.117
N -1.387 -1.431 -1.562 0.017
C 1.684 -1.664 -1.777 -0.292
C 2.923 -2.048 -2.328 -0.016
C 4.000 -1.222 -2.193 -0.073
C 3.868 -0.041 -1.481 -0.057
C 2.630 0.264 -0.979 -0.111
N 1.537 -0.513 -1.144 0.034
H 0.989 -3.503 -2.066 0.117
H -0.715 -4.683 -1.243 0.114
H -3.151 -4.752 -0.648 0.113
H -4.451 -2.605 -0.746 0.116
H -3.264 -0.552 -1.416 0.106
H 3.000 -2.990 -2.859 0.111
H 4.955 -1.503 -2.627 0.111
H 4.702 0.627 -1.311 0.110
H 2.494 1.155 -0.375 0.086
C 2.517 -1.182 4.532 -0.186
Si 0.969 -2.205 4.516 0.353
C -0.350 -1.327 5.434 -0.163
C 1.293 -3.855 5.270 -0.197
C 0.557 -2.444 2.733 -0.541
H 2.960 -1.099 5.545 0.033
H 2.285 -0.161 4.178 0.028
H 3.280 -1.611 3.857 0.032
H -0.066 -1.219 6.496 0.040
H -1.308 -1.866 5.378 0.025
H -0.505 -0.322 5.013 0.041
H 1.493 -3.780 6.355 0.031
H 2.167 -4.338 4.792 0.033
H 0.416 -4.510 5.121 0.028
H 1.322 -3.074 2.247 0.043
H 0.532 -1.485 2.203 0.019
F -0.547 4.778 -2.008 0.176
C -1.519 3.904 -1.947 -0.675
F -2.652 4.494 -2.277 0.162
F -1.635 3.505 -0.646 0.067
S -1.237 2.424 -3.023 0.494
O -2.223 1.494 -2.433 -0.422
O -1.461 2.843 -4.362 -0.238
O 0.147 2.019 -2.679 -0.438
Se 0.063 2.229 2.424 1.100
N 0.642 2.323 0.656 -0.476
C 1.591 3.327 0.629 -0.384
C 2.240 3.795 -0.529 -0.077
C 3.182 4.821 -0.433 -0.123
C 3.497 5.388 0.814 -0.137
C 2.877 4.946 1.970 -0.057
C 1.901 3.915 1.909 -0.417
N 1.227 3.465 2.990 -0.290
H 1.989 3.372 -1.493 0.085
H 3.671 5.189 -1.335 0.087
H 4.235 6.185 0.871 0.085
H 3.107 5.389 2.937 0.098

***

116
Properties=species:S:1:pos:R:3:lowdin_charge:R:1 method="wB97M-V/def2-TZVPD" spin_multiplicity=1 homo_lumo_gap_ha="0.16896 / 0.16902" e_homo_ev="-14.151 / -14.152" charge=+3 e_above_lowest_ev=2.757 e_lumo_ev="-9.55 / -9.55"
Ta -1.723 -1.244 1.223 1.947
N -1.958 0.960 0.966 -0.080
C -3.392 1.356 0.637 -0.169
C -4.222 0.610 1.624 -0.189
N -3.934 -0.829 1.670 -0.152
C -4.861 -1.688 0.861 -0.160
C -4.323 -1.968 -0.506 -0.144
N -2.804 -1.871 -0.577 -0.075
H -1.367 1.367 0.223 0.018
H -1.554 1.551 1.749 0.090
H -3.532 2.465 0.780 0.163
H -3.577 1.064 -0.404 0.120
H -3.990 1.064 2.609 0.152
H -5.289 0.786 1.355 0.154
H -4.117 -1.120 2.672 0.107
H -5.000 -2.620 1.429 0.137
H -5.883 -1.274 0.795 0.150
H -4.636 -2.963 -0.801 0.130
H -4.696 -1.225 -1.263 0.149
H -2.434 -2.850 -0.679 0.070
H -2.505 -1.467 -1.462 0.122
C 2.946 1.738 -1.459 -0.212
N 1.694 2.215 -0.901 -0.450
P 1.272 1.775 0.770 0.977
C 2.878 1.401 1.579 -0.363
C 4.049 2.082 1.255 -0.108
C 5.241 1.769 1.886 -0.044
C 5.286 0.825 2.921 -0.042
C 4.126 0.129 3.270 -0.083
C 2.948 0.423 2.639 -0.107
C 0.742 3.199 1.762 -0.379
C 1.156 4.465 1.429 -0.092
C 0.822 5.546 2.251 -0.038
C 0.059 5.386 3.403 -0.041
C -0.331 4.094 3.778 -0.074
C 0.085 3.009 3.031 -0.117
P 0.190 2.223 -2.080 1.056
C -0.249 3.950 -2.019 -0.446
C -1.617 4.150 -2.197 -0.131
C -2.160 5.431 -2.211 -0.078
C -1.311 6.503 -2.301 -0.081
C 0.057 6.311 -2.269 -0.071
C 0.586 5.059 -1.982 -0.124
C 0.930 2.186 -3.777 -0.368
C 1.361 3.262 -4.541 -0.049
C 1.881 3.111 -5.843 -0.037
C 2.070 1.850 -6.306 -0.052
C 1.686 0.727 -5.540 -0.066
C 1.026 0.875 -4.337 -0.130
H 3.612 2.645 -1.552 0.098
H 2.784 1.357 -2.482 0.060
H 3.522 0.975 -0.855 0.064
H 3.935 2.896 0.546 0.100
H 6.123 2.315 1.657 0.107
H 6.211 0.615 3.411 0.108
H 4.113 -0.603 4.093 0.121
H 2.061 -0.073 3.001 0.087
H 1.707 4.597 0.533 0.078
H 1.140 6.518 1.942 0.109
H -0.174 6.258 3.967 0.109
H -1.016 3.947 4.620 0.118
H -0.146 1.977 3.417 0.103
H -2.215 3.243 -2.265 0.072
H -3.235 5.609 -2.120 0.116
H -1.715 7.568 -2.402 0.147
H 0.688 7.227 -2.413 0.135
H 1.678 5.018 -1.961 0.116
H 1.253 4.232 -4.180 0.073
H 2.033 4.003 -6.447 0.126
H 2.387 1.679 -7.291 0.103
H 1.872 -0.212 -5.956 0.082
H 0.534 0.038 -3.831 0.072
O -1.434 -0.690 5.658 -0.198
S -2.096 -1.365 4.589 0.686
O -3.548 -1.282 4.499 -0.275
O -1.539 -0.738 3.134 -0.498
C -1.621 -3.057 4.783 -0.224
C -2.109 -3.630 5.966 -0.010
C -1.564 -4.801 6.501 0.016
C -0.791 -5.529 5.636 -0.007
C -0.742 -5.213 4.268 -0.031
C -1.042 -3.946 3.847 -0.246
S -1.073 -3.751 2.090 0.647
O -2.442 -3.150 1.775 -0.376
O -0.762 -4.952 1.451 -0.171
O -0.195 -2.515 1.856 -0.388
H -2.934 -3.061 6.395 0.139
H -1.680 -4.952 7.563 0.141
H -0.248 -6.448 5.909 0.144
H -0.382 -5.928 3.509 0.137
C 2.880 -4.575 -1.959 0.041
N 2.260 -3.242 -1.725 -0.022
N 0.841 -3.121 -1.487 0.076
C 0.701 -1.999 -0.659 -0.274
O -0.449 -1.372 -0.381 -0.245
C 1.974 -1.389 -0.450 0.081
C 2.929 -2.224 -1.050 -0.187
C 4.400 -2.055 -1.115 0.016
C -0.032 -3.373 -2.538 -0.222
C 0.154 -2.968 -3.845 0.011
C -0.929 -3.092 -4.742 -0.064
C -2.066 -3.788 -4.464 -0.031
C -2.281 -4.152 -3.070 -0.042
C -1.259 -3.995 -2.147 -0.053
H 3.535 -4.478 -2.847 0.114
H 2.106 -5.342 -2.188 0.114
H 3.445 -4.815 -1.041 0.107
H 2.046 -0.542 0.194 0.044
H 5.013 -2.936 -0.833 0.107
H 4.636 -1.241 -0.395 0.099
H 4.704 -1.770 -2.162 0.131
H 1.078 -2.457 -4.146 0.126
H -0.846 -2.660 -5.792 0.148
H -2.807 -4.041 -5.231 0.128
H -3.224 -4.592 -2.744 0.115
H -1.388 -4.400 -1.152 0.103

***

24
Properties=species:S:1:pos:R:3:lowdin_charge:R:1 method="wB97M-V/def2-TZVPD" spin_multiplicity=1 homo_lumo_gap_ha=0.37270 e_homo_ev=-9.891 charge=0 e_above_lowest_ev=1.388 smiles=BrCCBr.BrCCBr.BrCCBr e_lumo_ev=0.25
Br -0.270 -3.092 -0.563 0.616
C -1.284 -2.440 1.080 -0.597
C -0.728 -1.131 1.604 -0.747
Br 1.120 -1.296 2.023 0.734
H -1.275 -3.161 1.898 0.061
H -2.345 -2.385 0.838 0.061
H -1.269 -0.735 2.463 0.061
H -0.939 -0.317 0.910 -0.012
Br -3.582 6.150 -1.145 0.640
C -2.220 5.058 -0.287 -0.691
C -2.695 3.574 -0.272 -0.669
Br -1.803 2.342 1.010 0.624
H -2.075 5.386 0.742 0.047
H -1.196 5.140 -0.652 0.064
H -2.571 3.134 -1.261 0.053
H -3.752 3.658 -0.021 0.029
Br 5.198 -3.048 -0.052 0.602
C 3.320 -2.420 -0.222 -0.701
C 3.090 -2.686 -1.665 -0.673
Br 3.809 -1.243 -2.991 0.484
H 3.370 -1.350 -0.020 0.029
H 2.575 -2.837 0.455 -0.023
H 2.045 -2.628 -1.968 -0.029
H 3.479 -3.675 -1.904 0.037